[1]
{"formula": "C5H13NO3", "method": "the ωB97M-V functional and the def2-TZVPD basis", "elements": ["C", "N", "C", "O", "C", "C", "C", "O", "H", "H", "H", "H", "H", "H", "H", "H", "H", "H", "H", "H", "H", "O"], "xyz": [[0.4313, -1.4396, 0.2723], [1.6780, -1.7017, -0.5473], [2.9956, -1.3882, -0.2868], [3.6965, -1.4001, -1.2309], [0.2711, -0.1209, 0.9751], [0.5516, 1.1443, 0.1759], [-0.5626, 1.5284, -0.8402], [-1.0741, 2.7726, -0.5100], [-0.3995, -1.8604, -0.2227], [0.4144, -2.1862, 1.2313], [1.4527, -2.0913, -1.4850], [3.3452, -1.2814, 0.7793], [0.9322, -0.0102, 1.8347], [-0.7759, -0.0113, 1.5479], [1.4472, 1.2077, -0.4283], [0.6091, 2.0069, 0.8723], [0.0167, 1.8311, -1.6884], [-1.3001, 0.7189, -1.0484], [-1.7759, 2.7660, 0.0128], [-3.5979, 0.0569, 0.8837], [-4.3161, -0.0724, -0.5698], [-4.0396, -0.4690, 0.2725]], "atomic_forces_ev_per_a": [[1.8, -2.3, 2.2], [-4.4, 0.0, 1.1], [0.1, -0.4, 2.5], [1.9, 0.3, -1.9], [-0.8, 2.0, 1.8], [-1.5, 0.7, -0.3], [1.1, 0.1, 0.3], [3.5, 1.0, -3.1], [-0.9, 0.1, -1.3], [0.8, 1.0, -1.9], [0.7, 0.3, 0.5], [-0.7, 0.3, -0.8], [0.3, -0.7, 0.1], [2.0, -0.7, -1.8], [0.7, -0.7, 0.4], [0.0, -0.6, -0.3], [-0.1, -0.7, -1.3], [0.3, 0.6, 0.1], [-4.9, -0.2, 3.6], [0.8, 2.0, 1.0], [0.4, 0.4, 0.9], [-1.2, -2.4, -1.9]], "charge": 1, "de_lowest_kcal_mol": 64.46, "homo_lumo_gap_ev": [9.65, 4.47], "s2": 0.77, "multiplicity": 2}

[2]
{"formula": "C5H8NO2PS", "method": "the ωB97M-V functional and the def2-TZVPD basis", "elements": ["O", "S", "O", "C", "C", "C", "N", "C", "C", "P", "H", "H", "H", "H", "H", "H", "H", "H"], "xyz": [[-1.2032, 0.1838, 2.3349], [-0.7445, 0.1022, -1.7345], [-1.1234, 2.4797, 2.1795], [-0.8441, 1.1967, 1.7935], [-0.1585, 3.2581, 1.6158], [0.7126, 2.4819, 0.8042], [0.1461, 1.1978, 0.8010], [2.0734, -0.0586, -0.7465], [0.3156, -1.7726, 0.6308], [0.3592, -0.1145, -0.2087], [0.0743, 4.1786, 2.1475], [1.5831, 2.8724, 0.3483], [2.2608, -0.9353, -1.3108], [2.1866, 0.7278, -1.5125], [2.7955, -0.0166, 0.0816], [1.2562, -1.7963, 1.2962], [0.4500, -2.4983, -0.1739], [-0.6144, -1.9616, 1.1787]], "atomic_forces_ev_per_a": [[-1.0, 0.8, -0.2], [-1.1, -0.2, -1.0], [0.0, -1.1, -0.3], [0.6, -1.3, 0.7], [3.6, -1.3, -1.5], [-3.7, 2.5, 2.5], [0.3, 1.3, 1.8], [0.5, 1.2, 0.5], [1.2, 1.1, 1.0], [0.6, -1.9, -1.3], [-0.4, -0.1, -0.6], [0.6, -0.3, -0.6], [0.0, -1.2, -0.4], [0.1, 0.1, 0.7], [-0.1, 0.2, -0.3], [-1.6, -0.2, -0.7], [-0.1, 0.2, 0.0], [0.4, 0.1, -0.1]], "smiles": "CP(C)(=S)n1ccoc1=O", "charge": 0, "de_lowest_kcal_mol": 0.00, "homo_lumo_gap_ev": 9.24}

[3]
{"formula": "C11H13NO3", "method": "the ωB97M-V functional and the def2-TZVPD basis", "elements": ["C", "C", "C", "C", "C", "C", "C", "C", "C", "C", "C", "N", "O", "O", "O", "H", "H", "H", "H", "H", "H", "H", "H", "H", "H", "H", "H", "H"], "xyz": [[1.2320, -2.6813, -0.9574], [2.2095, -1.8677, -0.3649], [0.0359, -2.0768, -0.8550], [1.6261, -0.6324, -0.1269], [-2.5196, -0.8399, 0.3772], [2.2035, 0.5082, 0.6088], [-0.3850, 0.4137, -0.5562], [3.5626, 1.0028, 0.0940], [-1.7597, 1.1877, 1.6188], [-2.6858, 1.3702, -0.7777], [-1.9289, 0.5161, 0.1995], [0.2801, -0.8073, -0.3874], [-1.9079, -1.7259, 0.9284], [1.5888, 1.1668, 1.3823], [0.1245, 1.3991, -1.0171], [1.4681, -3.5421, -1.4198], [3.2992, -2.0968, -0.3227], [-0.9129, -2.4588, -1.1807], [-3.6378, -0.8500, 0.1290], [3.8054, 1.9750, 0.5122], [3.5887, 1.0845, -0.9365], [4.3069, 0.2013, 0.2433], [-0.7100, 0.9181, 1.8441], [-1.7789, 2.3036, 1.6217], [-2.3383, 0.7669, 2.3577], [-2.1199, 2.2467, -1.1956], [-3.0908, 0.8049, -1.6430], [-3.5560, 1.7132, -0.1764]], "atomic_forces_ev_per_a": [[0.1, 1.3, 1.5], [1.7, 1.5, -0.8], [-0.2, 0.3, -0.9], [1.0, -2.6, 0.6], [-0.5, 0.3, 1.2], [1.2, 0.8, -2.6], [-3.2, 0.6, 1.9], [0.1, -1.4, 2.0], [3.2, 0.7, -2.4], [-1.6, 0.8, -0.1], [2.7, 1.0, -1.9], [0.7, 1.7, 0.3], [-1.2, 0.0, -0.4], [-1.1, 0.6, 1.7], [-0.3, -1.0, 0.1], [0.3, -3.1, -1.2], [-1.2, 0.2, 0.2], [-0.1, 0.4, 0.0], [0.9, -0.6, 0.0], [0.2, -0.3, 0.4], [-0.6, 0.3, -2.3], [0.1, 0.5, 0.5], [-0.5, 0.3, 0.5], [-0.3, -0.9, -0.3], [-1.7, -0.9, 1.5], [-0.5, -0.9, 0.8], [0.3, 0.1, 0.4], [0.2, 0.3, -0.8]], "smiles": "CC(=O)c1cccn1C(=O)C(C)(C)C=O", "charge": 0, "de_lowest_kcal_mol": 71.09, "homo_lumo_gap_ev": 9.48}